[1]
A structure of composition C30H53I2NO12, computed with ωB97M-V/def2-TZVPD.

Each line ends with the Löwdin charge.
Cartesian coordinates (Å):
1 C -4.380958 -0.956004 -1.048584  0.029
2 C -3.710056 -2.037610 -1.442000  -0.081
3 C -2.391465 -2.045345 -2.141461  -0.398
4 O -2.601087 -2.683274 -3.428787  0.009
5 C -1.683407 -0.730992 -2.360718  -0.026
6 C -0.299417 -0.764538 -1.634945  -0.476
7 C 0.693821 -0.433322 -2.761541  -0.123
8 C -0.116366 0.252248 -0.494554  -0.624
9 I 1.281006 1.834955 -0.733871  0.979
10 C -0.786407 0.154466 0.656237  -0.771
11 C -1.758576 -0.934266 0.990459  -0.148
12 I -0.610414 1.539834 2.255594  0.811
13 N -0.182795 -2.157002 -1.261344  0.171
14 C -1.306830 -2.898418 -1.460467  -0.376
15 O -1.421367 -4.086301 -1.152047  0.067
16 H -5.077505 -1.060590 -0.232494  0.058
17 H -4.224946 0.007827 -1.499659  0.064
18 H -4.169436 -2.998790 -1.253522  0.115
19 H -2.852136 -3.590078 -3.232105  0.091
20 H -2.226942 0.194712 -2.227212  0.124
21 H -1.473516 -0.738735 -3.424874  0.118
22 H 1.721362 -0.474104 -2.425286  0.050
23 H 0.593427 -1.165500 -3.556141  0.091
24 H 0.448700 0.532778 -3.181138  0.048
25 H -2.674494 -0.758920 0.443127  0.054
26 H -2.009233 -0.866250 2.037758  0.042
27 H -1.342926 -1.907686 0.793762  0.048
28 H 0.341095 -2.392392 -0.427035  0.130
29 O 3.417086 -1.292003 0.025647  0.082
30 C 3.934127 -1.095549 1.089681  -0.530
31 O 3.820570 0.125859 1.630337  -0.023
32 C 4.276949 0.466019 2.940180  -0.230
33 C 5.741047 0.848501 2.924468  -0.059
34 C 4.755138 -2.154008 1.787622  0.021
35 H 4.046037 -0.328102 3.653256  0.111
36 H 3.677929 1.327550 3.231590  0.121
37 H 6.376132 0.019812 2.609572  0.075
38 H 6.065129 1.172629 3.915200  0.082
39 H 5.893492 1.655588 2.213774  0.046
40 H 5.755777 -2.156808 1.357964  0.096
41 H 4.285364 -3.117557 1.604903  0.079
42 H 4.828161 -2.023212 2.864569  0.070
43 O 0.326765 -2.998675 1.574882  0.086
44 C 0.475328 -4.163824 1.840421  -0.488
45 O 1.618415 -4.527278 2.444772  0.003
46 C 1.851909 -5.844039 2.949902  -0.235
47 C 2.347535 -6.783933 1.870758  -0.061
48 C -0.534989 -5.210948 1.454834  0.017
49 H 0.964621 -6.224579 3.456836  0.113
50 H 2.619171 -5.720852 3.712206  0.121
51 H 1.609871 -6.912275 1.079096  0.071
52 H 2.572066 -7.763248 2.293819  0.082
53 H 3.251163 -6.384394 1.410919  0.082
54 H -0.378595 -5.476763 0.411128  0.084
55 H -1.528712 -4.781519 1.556110  0.097
56 H -0.499916 -6.106840 2.070181  0.072
57 O -5.801012 -3.752058 1.288980  0.106
58 C -6.935957 -3.425739 1.089253  -0.532
59 O -7.277002 -2.134887 1.273722  -0.012
60 C -8.553643 -1.603627 0.912694  -0.239
61 C -9.589361 -1.829780 1.994464  -0.064
62 C -7.998315 -4.431861 0.710308  0.014
63 H -8.872373 -1.992414 -0.055476  0.114
64 H -8.386964 -0.536179 0.780890  0.123
65 H -9.766217 -2.891259 2.167629  0.067
66 H -10.535786 -1.364904 1.717949  0.082
67 H -9.248536 -1.399341 2.935652  0.084
68 H -8.349171 -4.924987 1.615507  0.096
69 H -7.543204 -5.172848 0.058383  0.091
70 H -8.848416 -4.008353 0.181310  0.068
71 O 6.625526 2.393858 0.403012  0.092
72 C 6.477543 3.439996 -0.166535  -0.510
73 O 7.326923 4.448606 0.104607  0.004
74 C 7.333057 5.676316 -0.626584  -0.239
75 C 6.302312 6.654786 -0.102878  -0.063
76 C 5.318817 3.666565 -1.109100  0.021
77 H 7.219873 5.488325 -1.694974  0.113
78 H 8.332727 6.083075 -0.484493  0.121
79 H 5.288931 6.268972 -0.211518  0.070
80 H 6.368328 7.600795 -0.640557  0.081
81 H 6.467928 6.841389 0.958056  0.082
82 H 4.433103 3.909305 -0.523295  0.092
83 H 5.137285 2.741381 -1.649994  0.094
84 H 5.483964 4.449446 -1.844752  0.071
85 O 1.819587 5.027020 -2.356748  0.065
86 C 0.721968 5.453274 -2.577271  -0.536
87 O 0.483509 6.763398 -2.366255  -0.001
88 C -0.738082 7.401841 -2.739170  -0.241
89 C -1.811873 7.232203 -1.684182  -0.064
90 C -0.408770 4.548093 -3.005509  -0.008
91 H -1.065894 7.062029 -3.722697  0.112
92 H -0.485707 8.455870 -2.840701  0.121
93 H -2.074154 6.184065 -1.541424  0.069
94 H -2.713133 7.776532 -1.967432  0.081
95 H -1.458935 7.611803 -0.725738  0.084
96 H -0.818613 4.064189 -2.119587  0.072
97 H 0.000476 3.785547 -3.663174  0.087
98 H -1.207438 5.053304 -3.544155  0.068

Atomic forces in eV per Å
0.13 -0.63 -0.29
-0.23 0.39 0.43
-0.43 -0.50 -1.11
0.21 0.39 -0.06
0.12 0.30 -0.58
0.15 0.86 -1.41
0.20 -0.68 0.06
-0.06 0.05 0.70
-0.31 -0.14 -0.07
0.34 0.13 0.10
-0.14 0.68 0.24
0.03 -0.14 -0.26
-0.44 -0.08 0.57
0.12 -1.02 1.02
-0.21 1.29 -0.58
-0.86 0.01 -0.42
0.53 0.46 0.52
0.50 -0.34 0.67
0.00 -0.28 -0.01
-0.28 -0.02 0.58
0.08 0.03 -0.19
0.24 0.18 0.13
-0.15 -0.25 -0.05
0.15 0.29 -0.05
-0.07 -0.16 -0.07
-0.07 -0.24 0.27
-0.16 -0.18 0.00
0.48 -0.20 -0.17
-0.18 -0.19 -0.34
0.19 0.08 0.12
-0.30 0.13 0.03
0.23 0.02 0.20
-0.02 -0.04 0.05
-0.24 -0.11 0.27
0.02 -0.06 -0.07
-0.09 -0.01 -0.09
-0.02 -0.05 0.04
-0.04 -0.01 0.01
0.05 -0.03 0.11
0.02 0.02 -0.01
0.02 0.01 -0.15
0.10 0.09 -0.04
0.22 0.04 -0.02
-0.07 -0.31 -0.20
0.16 0.18 0.22
0.06 -0.25 -0.03
-0.05 0.06 -0.13
-0.11 -0.15 0.51
-0.04 0.01 -0.06
0.01 0.11 0.00
-0.04 -0.04 0.04
0.01 0.00 0.02
0.04 -0.01 0.05
-0.05 0.08 -0.01
0.03 0.09 -0.21
0.11 -0.02 -0.04
0.19 0.01 -0.02
-0.19 -0.17 0.10
0.15 0.21 -0.07
-0.23 0.03 0.03
0.05 -0.11 0.07
-0.05 0.12 -0.39
0.00 -0.05 0.02
0.11 0.00 0.01
-0.04 -0.01 -0.06
0.00 0.02 -0.01
0.00 0.06 -0.02
0.00 -0.01 0.02
0.09 -0.07 0.14
-0.05 0.01 0.13
0.24 0.01 -0.07
-0.43 0.07 -0.11
0.28 -0.06 0.06
-0.09 0.22 -0.05
-0.11 -0.09 0.07
0.26 0.00 -0.34
-0.06 -0.03 0.01
0.04 -0.09 0.05
-0.01 0.02 -0.09
0.02 0.00 0.00
0.06 0.03 0.00
-0.02 0.01 0.00
-0.08 -0.09 0.16
-0.09 0.08 0.10
0.32 0.01 0.05
-0.33 -0.19 0.11
0.21 0.16 -0.06
-0.23 0.05 0.04
0.03 -0.12 0.06
-0.06 0.17 -0.42
-0.01 -0.05 0.02
0.10 -0.01 0.01
-0.04 0.00 -0.06
0.01 0.02 -0.01
0.00 0.06 -0.01
0.03 -0.03 0.02
0.08 -0.10 0.15
-0.04 0.02 0.12

Values from the calculation:
HOMO-LUMO gap in eV: 8.557
DFT total energy in eV: -74229.8072
LUMO energy in Ha: 0.0189

***

[2]
A cluster of 10 separate species, C30H53N10O11 in total, computed with ωB97M-V/def2-TZVPD.

Each line ends with the Löwdin charge.
Cartesian coordinates (Å):
1 C 38.155000 55.949000 60.501000  0.027
2 C 38.018000 55.185000 61.839000  -0.337
3 C 37.228000 55.978000 62.857000  -0.103
4 C 35.846000 56.075000 62.470000  -0.195
5 C 35.191000 54.690000 62.611000  -0.076
6 C 35.916000 53.746000 61.666000  -0.321
7 N 37.384000 53.811000 61.700000  0.106
8 O 37.999000 52.675000 61.570000  0.151
9 C 35.399000 53.996000 60.083000  0.069
10 C 35.421000 52.257000 62.013000  0.029
11 C 39.522000 54.942000 62.219000  0.018
12 H 38.806000 56.735000 60.709000  0.078
13 H 37.189000 56.140000 60.120000  0.058
14 H 38.716000 55.413000 59.763000  0.077
15 H 37.634000 56.986000 62.974000  0.170
16 H 37.346000 55.723000 63.666000  0.009
17 H 35.619000 56.540000 61.544000  0.095
18 H 35.485000 56.568000 63.204000  0.066
19 H 34.194000 55.035000 62.475000  0.120
20 H 35.338000 54.517000 63.755000  0.179
21 H 35.994000 53.310000 59.414000  0.089
22 H 35.272000 54.976000 59.729000  0.026
23 H 34.386000 53.595000 60.122000  0.078
24 H 34.409000 52.069000 62.013000  0.080
25 H 36.073000 51.921000 62.756000  0.068
26 H 35.752000 51.675000 61.238000  0.024
27 H 39.844000 56.023000 62.421000  0.146
28 H 39.944000 54.461000 61.458000  0.023
29 H 39.619000 54.328000 63.040000  0.057
30 N 43.688000 55.932000 59.791000  -0.072
31 C 43.819000 57.207000 60.249000  -0.072
32 C 42.357000 57.738000 60.125000  -0.043
33 C 41.486000 56.768000 59.383000  -0.039
34 C 42.478000 55.616000 59.214000  -0.125
35 H 44.480000 55.286000 59.466000  0.186
36 H 44.679000 57.700000 60.508000  0.059
37 H 41.846000 58.600000 60.415000  0.038
38 H 40.592000 56.927000 59.101000  -0.022
39 H 42.296000 54.635000 58.611000  0.118
40 N 43.683000 52.239000 62.639000  -0.008
41 C 43.620000 50.848000 62.680000  -0.032
42 C 42.106000 50.532000 62.620000  -0.049
43 C 41.308000 51.866000 62.555000  -0.061
44 C 42.410000 52.878000 62.578000  -0.089
45 H 44.472000 52.703000 62.741000  0.068
46 H 44.332000 50.278000 62.955000  0.021
47 H 41.662000 49.564000 62.795000  0.053
48 H 40.373000 52.094000 62.421000  -0.029
49 H 42.354000 54.084000 62.679000  0.143
50 N 38.859000 50.362000 60.186000  -0.084
51 C 37.811000 49.481000 60.297000  -0.140
52 C 38.369000 48.086000 60.676000  -0.060
53 C 39.936000 48.253000 60.577000  -0.044
54 C 40.123000 49.818000 60.349000  -0.126
55 H 38.795000 51.394000 60.033000  0.075
56 H 36.714000 49.849000 60.080000  0.119
57 H 37.682000 47.259000 60.670000  0.043
58 H 40.674000 47.440000 60.794000  0.066
59 H 41.157000 50.403000 60.196000  0.134
60 N 31.419000 58.698000 59.293000  -0.088
61 C 31.922000 57.629000 58.638000  -0.112
62 C 33.062000 57.038000 59.603000  -0.052
63 C 32.963000 57.850000 60.820000  -0.121
64 C 31.932000 58.808000 60.595000  -0.161
65 H 30.558000 59.447000 59.025000  0.247
66 H 31.397000 57.551000 57.521000  0.152
67 H 33.677000 56.233000 59.319000  0.016
68 H 33.605000 57.763000 61.709000  0.082
69 H 31.499000 59.599000 61.235000  0.110
70 C 32.136000 52.002000 58.317000  0.077
71 N 33.458000 51.242000 58.159000  -0.472
72 O 33.644000 50.297000 58.816000  0.097
73 O 34.245000 51.692000 57.313000  0.021
74 H 32.429000 53.182000 58.013000  0.166
75 H 32.132000 51.809000 59.363000  0.074
76 H 31.440000 51.683000 57.682000  0.037
77 C 35.668000 57.515000 56.520000  0.005
78 N 36.833000 57.013000 57.003000  -0.406
79 O 36.839000 55.712000 57.266000  -0.030
80 O 37.665000 57.691000 57.522000  0.113
81 H 35.051000 56.904000 55.943000  0.090
82 H 36.152000 58.033000 55.703000  0.126
83 H 35.089000 57.964000 57.362000  0.129
84 C 39.029000 53.405000 56.679000  0.094
85 N 38.890000 52.936000 58.041000  -0.379
86 O 39.924000 53.100000 58.769000  0.016
87 O 37.929000 52.480000 58.515000  0.076
88 H 39.295000 52.747000 56.082000  0.026
89 H 39.511000 54.245000 56.697000  0.049
90 H 37.890000 53.603000 56.348000  0.166
91 C 38.648000 50.429000 65.159000  0.068
92 N 38.769000 51.825000 65.696000  -0.385
93 O 39.684000 51.986000 66.494000  0.078
94 O 37.926000 52.728000 65.381000  -0.008
95 H 38.561000 49.591000 65.874000  0.125
96 H 39.553000 50.352000 64.594000  0.083
97 H 37.844000 50.419000 64.565000  0.036
98 C 35.147000 61.078000 60.589000  0.126
99 N 35.863000 59.735000 60.763000  -0.453
100 O 36.148000 59.432000 61.830000  0.117
101 O 36.010000 59.063000 59.808000  0.076
102 H 35.465000 61.691000 59.977000  0.022
103 H 35.075000 61.560000 61.549000  0.122
104 H 34.282000 60.920000 60.306000  0.006

Atomic forces in eV per Å
-0.94 -2.31 0.11
3.31 -1.02 0.15
0.37 5.43 -14.47
0.51 -3.57 -2.71
2.46 2.42 2.05
-3.65 -2.30 -1.04
1.09 -4.29 -0.90
-2.53 6.62 0.87
0.87 -2.80 1.43
2.99 2.81 -1.26
-3.18 4.26 1.76
0.35 1.89 0.48
-0.75 1.00 -0.61
0.11 -0.89 -0.41
0.50 0.20 -0.98
1.77 -5.91 14.97
0.08 0.52 -0.89
-3.29 4.06 4.59
-1.37 -1.48 -0.78
-0.33 -0.72 -2.09
-0.53 1.07 0.60
0.68 1.44 -0.21
0.01 -0.16 0.15
-2.29 0.36 0.92
0.10 -0.62 2.11
0.85 -1.60 -2.34
0.31 -1.88 -0.32
2.30 -1.37 -3.34
0.18 -1.05 2.30
1.01 -1.81 -2.48
-8.17 0.38 -0.97
2.11 -4.03 -1.96
13.34 -2.63 3.94
-3.54 1.33 -0.69
-1.38 1.66 1.13
1.82 0.70 0.80
0.33 1.73 0.74
-6.26 0.70 -2.05
0.66 1.93 1.56
-6.60 -2.87 -0.43
-11.54 4.78 -1.67
2.69 3.95 0.56
12.00 -1.44 0.89
-1.07 -0.62 0.41
4.33 2.73 0.52
5.07 -3.83 1.48
0.14 -0.03 -0.36
-5.08 0.80 -0.60
0.23 -3.33 -0.54
1.45 0.20 0.04
0.37 -2.90 1.01
2.51 5.86 -2.43
-3.91 4.16 0.20
0.58 -4.58 -0.02
-0.18 -1.70 -0.01
2.53 -0.97 0.61
0.40 -0.41 0.23
-0.70 1.26 -0.35
-3.04 -1.37 0.45
-2.17 2.24 1.95
1.58 -0.71 -0.31
-4.82 3.84 -1.57
-1.25 0.05 -2.48
0.65 -0.12 -0.29
3.32 -3.31 0.56
2.18 -0.59 3.10
0.52 -0.68 -0.10
-0.60 0.08 -0.54
0.61 -0.74 -0.36
5.70 4.43 1.54
0.08 3.19 -4.27
0.39 -2.54 2.11
-0.52 -0.38 0.84
-0.96 -3.37 1.10
-1.78 0.48 0.89
-2.88 -1.76 -2.15
-1.77 2.90 -1.83
2.23 -8.06 5.88
0.04 3.21 -1.61
0.52 1.26 -0.98
-0.73 -2.08 -0.10
-0.99 2.30 -0.17
0.71 0.47 -0.99
-9.55 2.16 3.49
5.66 1.26 2.23
-1.42 -0.07 -1.59
-3.66 -1.25 0.21
3.23 -6.37 -5.14
3.04 4.62 -0.02
2.55 -0.12 0.72
2.05 0.33 1.46
-0.86 1.30 1.85
-1.14 0.24 -1.19
2.10 -2.42 0.21
0.32 1.10 0.28
0.53 -0.47 -0.44
-2.97 -0.03 -2.41
4.09 -3.86 8.60
-2.26 4.03 -3.05
1.58 -1.47 6.02
0.38 -1.73 -3.26
4.46 5.37 -6.21
0.30 -0.11 0.47
-8.57 -2.40 -2.61

Values from the calculation:
Total charge: +1
HOMO-LUMO gap in eV: 3.461
DFT total energy in eV: -69350.5192
Relative energy (zero: lowest compared OMol25 entry of this formula, charge and spin) in kJ/mol: 628.1
LUMO energy in Ha: -0.2076